{
  "formula": "C28H50BrCl16F3NO4S",
  "method": "the ωB97M-V functional and the def2-TZVPD basis",
  "lumo_ev": [-0.892, -0.968],
  "spin_multiplicity": 2,
  "gap_ev": [8.50, 9.11],
  "e_homo_ha": [-0.3453, -0.3704],
  "s2": 0.75,
  "symbols": ["Br", "Cl", "Cl", "Cl", "Cl", "Cl", "Cl", "Cl", "Cl", "Cl", "Cl", "Cl", "Cl", "Cl", "Cl", "Cl", "Cl", "S", "F", "F", "F", "O", "O", "O", "O", "N", "C", "C", "C", "C", "C", "C", "C", "C", "C", "C", "C", "C", "C", "C", "C", "C", "C", "C", "C", "C", "C", "C", "C", "C", "C", "C", "C", "C", "H", "H", "H", "H", "H", "H", "H", "H", "H", "H", "H", "H", "H", "H", "H", "H", "H", "H", "H", "H", "H", "H", "H", "H", "H", "H", "H", "H", "H", "H", "H", "H", "H", "H", "H", "H", "H", "H", "H", "H", "H", "H", "H", "H", "H", "H", "H", "H", "H", "H"],
  "xyz": [[-1.7425, 0.6614, 2.4729], [-0.4077, -5.8106, 8.3885], [5.5040, 1.7768, 1.1606], [-4.4536, -9.7872, 1.8457], [-0.3744, -0.6509, 5.4286], [8.5040, 2.3322, -2.3138], [-2.1443, 3.5294, -8.1862], [3.9133, -0.3622, -0.9802], [1.1407, -7.0055, 1.3322], [0.9395, 4.7539, -9.0108], [-1.6293, -8.0827, 2.7442], [-5.9864, 4.3693, 0.2792], [2.8144, -6.7950, 4.3060], [-3.1621, 6.0737, 1.1777], [6.9133, 0.1931, -4.4546], [0.5059, 2.5558, 4.6337], [-0.7583, -5.6753, 4.9902], [0.3071, 3.7295, -1.8868], [2.5398, 2.3136, -2.9251], [0.4201, 2.1283, -4.2310], [1.6819, 4.1457, -4.1795], [-3.2056, 3.0382, 1.8070], [-0.6147, 4.9291, -2.3297], [1.3550, 4.3642, -0.9042], [-3.0232, -1.2495, -1.2911], [-2.3420, -0.1384, -0.9449], [-0.4696, -0.6581, -2.7669], [-0.5406, -4.2999, 6.1013], [0.0743, 0.6497, 6.5603], [-0.8661, -0.2439, -1.2317], [0.0122, 1.0814, -0.7117], [-2.1598, 2.3606, -1.8543], [-4.3120, -8.5350, 3.1051], [-5.8447, 5.6214, 1.5386], [1.2430, 2.9827, -3.3186], [8.9322, 1.9980, -4.0104], [5.9322, 1.4426, -0.5360], [-3.2993, -7.4625, 2.7371], [-1.0075, 3.1745, 0.5294], [-2.0302, 2.4036, 1.5384], [7.7071, 1.7329, -4.8705], [-0.3869, 2.0155, 6.0777], [-0.3010, -1.5000, -0.2807], [0.3583, -4.6479, 7.2770], [-4.8321, 6.6939, 1.1706], [-3.6964, 0.5423, -3.1330], [-0.8030, 2.4847, -0.9494], [0.3983, 4.2047, -7.4048], [2.6315, -8.2387, 3.2784], [-0.5768, 3.0418, -7.4941], [-3.0278, 0.9908, -1.6702], [-4.3433, 1.4061, -0.7241], [2.6142, -7.8918, 1.7984], [4.7071, 1.1775, -1.3961], [2.6342, -8.8081, 1.2015], [-3.7714, 1.5040, -3.8116], [-3.3379, -6.6485, 3.4671], [6.4641, 2.3235, -0.9077], [0.0487, 3.2397, 1.0683], [-4.7744, 0.0523, -3.0017], [-4.8706, 7.5080, 1.9006], [0.7967, -1.7083, -0.7017], [-0.3998, 0.4139, 7.5177], [0.3455, 0.9533, 0.4277], [-5.5850, 5.1277, 2.4803], [-1.4548, 2.0189, 5.8375], [-6.8360, 6.0694, 1.6520], [6.9665, 2.5332, -4.7751], [-4.0523, -9.0287, 4.0468], [-5.0332, 7.1155, 0.1808], [-4.3748, 2.5575, -0.4747], [0.5731, -3.7477, 7.8598], [-5.3688, 1.1390, -1.2156], [9.6257, 1.1514, -4.0248], [0.7225, -0.6297, -2.8234], [-0.0417, 5.0609, -6.8838], [1.7167, -8.7573, 3.5816], [6.6257, 0.5961, -0.5504], [1.0345, 1.0081, -1.3236], [7.9991, 1.6641, -5.9223], [-1.3381, 4.2981, 0.3537], [3.4795, -7.2836, 1.5165], [-1.5305, -3.9724, 6.4338], [-0.1573, -1.1953, 0.8397], [1.3106, -5.0730, 6.9446], [4.9991, 1.1087, -2.4479], [-0.2115, 2.7635, 6.8561], [-0.1762, 2.2256, -8.1033], [-3.5004, -7.0409, 1.7474], [-1.8049, 2.3829, -2.9940], [-4.2794, 0.7791, 0.2849], [-0.9039, 0.0340, -3.6027], [1.1591, 0.6172, 6.7015], [3.4809, -8.8927, 3.4972], [-2.7710, 3.3640, -1.7090], [-0.7809, 2.6498, -6.4932], [9.4641, 2.8789, -4.3821], [3.9665, 1.9778, -1.3007], [-0.8943, -2.4988, -0.4484], [-3.0591, -0.2513, -3.7096], [-5.3033, -8.0871, 3.2185], [-0.8106, -1.7645, -2.9577], [1.2939, 3.8976, -6.8572], [-0.0930, -3.4896, 5.5181]],
  "forces_ev_per_a": [[-0.0039, 1.7982, -1.1294], [-0.0053, -0.0406, -0.0038], [-0.0617, -0.0464, 0.0755], [0.0261, -0.0337, -0.0015], [0.0491, -0.0651, 0.0184], [0.2112, -0.0256, -0.1741], [0.0076, -0.0041, -0.0297], [-0.1326, -0.0590, 0.0264], [0.2187, 0.0510, -0.0214], [-0.0325, 0.0091, -0.0228], [-0.2137, -0.0465, -0.0323], [-0.0694, 0.1255, 0.0428], [0.0120, 0.0225, -0.0088], [-0.0518, 0.2191, -0.0477], [-0.0309, -0.0005, 0.0622], [0.0506, 0.0127, 0.0249], [-0.0681, -0.0074, 0.0328], [-0.9241, 8.3314, 4.6788], [-5.0098, 1.9846, -1.5226], [2.9601, 2.5779, 3.3094], [-1.5543, -3.9780, 3.0076], [8.0182, -4.5410, -1.6063], [2.8749, -5.2180, 0.2316], [-2.7035, -3.5834, -3.6528], [1.6590, 1.7297, 1.6105], [-0.5963, -0.9626, -3.7244], [0.4808, -0.1435, 0.1161], [0.0578, 0.2097, 0.1134], [0.0902, 0.2975, 0.2685], [2.3423, -1.5591, 1.4916], [0.1950, -0.8790, -0.6407], [1.1118, 0.3320, -1.2172], [0.0000, 0.2526, 0.2183], [0.0239, 0.2090, 0.2303], [3.1485, -0.3396, -4.7551], [0.1223, -0.0160, -0.3530], [-0.0032, -0.0356, -0.2527], [-0.2826, 0.0604, 0.0820], [1.1974, 0.7912, 0.0600], [-6.9089, 4.5917, 0.6499], [0.1497, 0.2735, -0.0855], [-0.1701, -0.0741, 0.2054], [1.3831, 0.0742, -1.1114], [0.1349, 0.2375, -0.2160], [-0.2783, 0.1186, -0.0052], [0.1064, -0.1661, -0.3393], [-0.1183, -1.7008, 0.8496], [-0.0679, -0.1098, 0.2989], [-0.0194, -0.2728, -0.1740], [0.2518, -0.0797, 0.1465], [-3.0509, 2.0495, 0.2570], [-0.1669, -0.2069, 0.7594], [0.2316, -0.0944, 0.0238], [0.2453, 0.4490, -0.0405], [-0.0409, 0.0838, 0.1700], [0.0030, -1.8753, 1.4106], [0.0078, -0.1800, -0.0304], [-0.3602, -0.2153, 0.1156], [-2.1609, -0.3401, -1.1989], [2.5178, 1.2569, -0.1179], [-0.0215, -0.1957, -0.0539], [-2.2627, 0.4191, 0.9851], [-0.0032, 0.0881, -0.1883], [-1.0214, 0.4159, -2.5656], [0.0680, 0.0507, -0.2811], [0.2471, -0.0874, -0.0351], [0.1727, 0.0064, -0.0844], [0.1687, -0.1918, 0.0815], [0.0491, 0.0914, -0.2663], [0.0558, -0.1987, 0.1799], [0.2571, -2.5491, -0.4513], [-0.1129, -0.0918, -0.1190], [2.0521, 0.3979, 0.7370], [-0.2467, 0.1273, 0.0546], [-2.6378, -0.0559, 0.0633], [0.0232, -0.2020, -0.1820], [0.1253, 0.2174, -0.0959], [-0.2186, 0.1523, 0.0191], [-2.2142, 0.3429, 1.2661], [0.0373, -0.0151, 0.1945], [0.1527, -2.5525, 0.6706], [-0.2127, -0.0751, 0.1545], [0.2185, -0.1402, -0.0046], [-0.6586, -0.6593, -2.1800], [-0.2811, -0.0030, 0.0077], [0.0666, -0.0413, 0.1932], [0.0447, -0.1750, -0.0855], [-0.0781, 0.2577, 0.0454], [0.0646, -0.2083, 0.1727], [-0.6762, -0.0490, 2.4144], [-0.1538, 1.5029, -2.1158], [0.8052, -1.2408, 1.7184], [-0.2339, 0.0255, -0.1603], [-0.0934, 0.1445, -0.1043], [1.0967, -2.3479, -0.1985], [0.0621, 0.1626, -0.1325], [-0.1725, -0.1152, 0.0289], [0.2748, -0.2516, 0.2027], [0.9268, 2.2263, 0.4996], [-1.0390, 1.5795, 1.1954], [0.1713, -0.0046, -0.0770], [0.5513, 2.2138, 0.3638], [-0.1707, -0.0324, -0.1025], [0.0143, -0.1877, 0.1633]]
}